(1)
{
  "formula": "C2H3AlLiO",
  "method": "wB97M-V/def2-TZVPD",
  "orbital_gap_ev": [8.13, 8.01],
  "homo_ev": [-20.00, -20.44],
  "charge": 2,
  "s2": 0.755,
  "e_lumo_ev": [-11.8658, -12.4339],
  "multiplicity": 2,
  "de_lowest_kcal_mol": 0.0,
  "species": ["O", "C", "Al", "Li", "H", "C", "H", "H"],
  "xyz": [[-1.468, -0.180, 0.474], [-0.698, -0.996, -0.115], [-0.377, 1.135, 0.476], [0.964, -0.779, -0.896], [-1.179, -2.008, -0.174], [1.399, 1.334, -0.014], [1.759, 2.020, -0.796], [2.272, 0.919, 0.521]],
  "lowdin_spin": [0.00, 0.06, 0.14, 0.02, 0.01, 0.70, 0.03, 0.04]
}

(2)
{
  "formula": "C2H3AlO2",
  "method": "wB97M-V/def2-TZVPD",
  "orbital_gap_ev": [5.63, 8.13],
  "homo_ev": [-27.01, -27.06],
  "charge": 3,
  "s2": 1.755,
  "e_lumo_ev": [-21.3792, -18.9264],
  "multiplicity": 2,
  "de_lowest_kcal_mol": 24.0,
  "species": ["Al", "C", "C", "O", "O", "H", "H", "H"],
  "xyz": [[-1.325, -1.092, 3.448], [0.794, -0.018, -0.593], [-0.641, 0.314, -0.305], [-0.943, 1.354, -0.872], [-1.207, -0.209, 0.642], [1.253, -0.815, -0.009], [1.509, 0.797, -0.700], [0.559, -0.331, -1.610]],
  "lowdin_spin": [-0.91, 0.24, 0.16, 0.84, 0.60, 0.02, 0.01, 0.03]
}

(3)
{
  "formula": "C2H3BaF3O3S",
  "method": "wB97M-V/def2-TZVPD",
  "orbital_gap_ev": 5.79,
  "homo_ev": -6.55,
  "e_lumo_ev": -0.7659,
  "multiplicity": 1,
  "de_lowest_kcal_mol": 2.7,
  "species": ["O", "Ba", "S", "O", "O", "C", "F", "F", "F", "C", "H", "H", "H"],
  "xyz": [[1.269, 1.781, 1.051], [3.000, 1.603, -0.376], [-0.012, -0.419, -0.617], [-0.630, -1.442, -1.494], [1.085, 0.268, -1.411], [-1.475, 0.751, -0.364], [-2.574, 0.241, -0.889], [-1.675, 0.938, 0.929], [-1.205, 1.890, -0.977], [0.461, -1.259, 0.868], [0.656, -2.296, 0.568], [1.483, -0.867, 1.146], [-0.384, -1.189, 1.564]],
  "mulliken_charge": [-1.22, 1.36, 1.02, -0.64, -0.71, 0.67, -0.19, -0.21, -0.20, -0.78, 0.42, 0.20, 0.29]
}

(4)
{
  "formula": "C2H3BiO",
  "method": "wB97M-V/def2-TZVPD",
  "orbital_gap_ev": [6.23, 8.76],
  "homo_ev": [-25.35, -27.73],
  "charge": 3,
  "s2": 0.798,
  "e_lumo_ev": [-19.1199, -18.9701],
  "multiplicity": 2,
  "species": ["O", "Bi", "H", "C", "C", "H", "H"],
  "xyz": [[0.716, 0.759, 0.042], [2.420, 0.038, -0.792], [0.637, 1.641, 0.441], [-0.923, -0.507, 0.019], [0.115, -0.361, 0.844], [-1.935, -0.100, -0.055], [-1.029, -1.470, -0.499]],
  "lowdin_spin": [0.13, 0.64, 0.01, 0.14, 0.04, 0.01, 0.03]
}

(5)
{
  "formula": "C2H3Br2I",
  "method": "wB97M-V/def2-TZVPD",
  "orbital_gap_ev": [7.76, 8.24],
  "homo_ev": [-8.36, -8.48],
  "e_lumo_ev": [-0.6055, -0.2391],
  "multiplicity": 1,
  "de_lowest_kcal_mol": 63.9,
  "species": ["C", "C", "Br", "Br", "I", "H", "H", "H"],
  "xyz": [[-0.428, 0.431, -0.795], [1.774, 0.348, 0.803], [-0.648, 2.240, -1.137], [2.121, 2.270, 0.836], [3.003, -0.712, -0.545], [-1.108, 0.117, -0.046], [0.154, -0.041, -1.512], [1.419, -0.167, 1.639]],
  "nbo_charge": [-0.43, -0.50, 0.09, 0.08, 0.18, 0.21, 0.20, 0.17]
}

(6)
{
  "formula": "C2H3Br2NO2",
  "method": "wB97M-V/def2-TZVPD",
  "orbital_gap_ev": 10.02,
  "homo_ev": -10.62,
  "e_lumo_ev": -0.5986,
  "multiplicity": 1,
  "de_lowest_kcal_mol": 26.6,
  "species": ["C", "C", "N", "O", "O", "Br", "Br", "H", "H", "H"],
  "xyz": [[0.141, -0.039, -0.020], [1.617, 0.131, 0.205], [1.970, -0.171, 1.704], [2.924, 0.395, 2.053], [1.164, -0.874, 2.217], [2.619, -1.515, -0.614], [2.465, 1.704, -0.373], [-0.018, -0.424, -0.965], [-0.147, -0.646, 0.785], [-0.348, 1.014, 0.106]],
  "nbo_charge": [-0.70, -0.04, 0.52, -0.32, -0.36, 0.00, 0.17, 0.24, 0.27, 0.23]
}

(7)
{
  "formula": "C2H3Br2NO3",
  "method": "wB97M-V/def2-TZVPD",
  "orbital_gap_ev": 9.70,
  "homo_ev": -9.37,
  "e_lumo_ev": 0.3306,
  "multiplicity": 1,
  "de_lowest_kcal_mol": 44.8,
  "species": ["C", "C", "N", "O", "O", "O", "Br", "Br", "H", "H", "H"],
  "xyz": [[-1.244, -1.130, -0.191], [1.538, -0.013, 1.363], [-0.769, -0.029, -0.680], [-0.089, 0.799, -0.090], [-0.848, 0.233, -2.091], [1.959, -0.707, 0.535], [-2.255, -2.323, -1.279], [0.538, -0.691, 2.862], [-0.783, -1.421, 0.699], [1.752, 1.035, 1.296], [-0.244, 0.897, -2.484]],
  "nbo_charge": [-0.14, 0.37, 0.36, -0.48, -0.58, -0.50, 0.10, -0.05, 0.24, 0.17, 0.51]
}

(8)
{
  "formula": "C2H3BrClF",
  "method": "wB97M-V/def2-TZVPD",
  "orbital_gap_ev": 6.53,
  "homo_ev": -9.09,
  "e_lumo_ev": -2.5650,
  "multiplicity": 1,
  "de_lowest_kcal_mol": 59.5,
  "species": ["C", "C", "F", "Cl", "Br", "H", "H", "H"],
  "xyz": [[0.267, -0.070, 0.869], [-0.152, 0.538, -0.423], [-1.294, 1.161, -0.443], [-0.866, -2.066, -1.817], [1.135, 1.190, -1.577], [-0.650, -0.408, 1.270], [0.778, -0.979, 0.639], [0.782, 0.634, 1.482]],
  "nbo_charge": [-0.75, 0.58, -0.27, -0.62, 0.25, 0.26, 0.29, 0.26]
}

(9)
{
  "formula": "C2H3BrF2S",
  "method": "wB97M-V/def2-TZVPD",
  "orbital_gap_ev": 9.61,
  "homo_ev": -9.19,
  "e_lumo_ev": 0.4161,
  "multiplicity": 1,
  "de_lowest_kcal_mol": 28.3,
  "species": ["C", "C", "F", "F", "S", "Br", "H", "H", "H"],
  "xyz": [[-0.060, 0.168, -0.600], [-1.969, 0.828, -0.286], [-1.795, 1.637, 0.819], [-2.355, 1.535, -1.356], [-0.001, -1.494, 0.059], [-3.245, -0.591, -0.022], [0.142, 0.065, -1.683], [0.760, 0.809, -0.131], [-0.920, -2.098, -0.705]],
  "nbo_charge": [-0.57, 0.61, -0.34, -0.33, 0.00, 0.04, 0.22, 0.25, 0.13]
}

(10)
{
  "formula": "C2H3BrFNO2",
  "method": "wB97M-V/def2-TZVPD",
  "orbital_gap_ev": [8.07, 6.58],
  "homo_ev": [-9.15, -8.55],
  "e_lumo_ev": [-1.0756, -1.9694],
  "multiplicity": 1,
  "de_lowest_kcal_mol": 101.4,
  "species": ["C", "C", "N", "O", "O", "F", "Br", "H", "H", "H"],
  "xyz": [[-0.215, 1.069, -0.681], [0.400, -0.575, 1.567], [-0.108, -0.061, -1.334], [0.942, -0.262, -1.947], [-1.037, -0.946, -1.206], [-0.340, 0.208, 2.289], [-0.494, -1.987, 0.871], [-1.003, 1.286, -0.087], [0.394, 1.847, -0.788], [1.460, -0.578, 1.316]],
  "nbo_charge": [-0.21, 0.10, 0.39, -0.49, -0.47, -0.28, 0.37, 0.18, 0.19, 0.23]
}

(11)
{
  "formula": "C2H3BrFNO3",
  "method": "wB97M-V/def2-TZVPD",
  "orbital_gap_ev": 9.17,
  "homo_ev": -11.17,
  "e_lumo_ev": -1.9974,
  "multiplicity": 1,
  "de_lowest_kcal_mol": 0.0,
  "species": ["C", "C", "N", "O", "O", "O", "F", "Br", "H", "H", "H"],
  "xyz": [[-1.039, 0.307, -0.143], [0.325, -0.129, 0.307], [0.838, -1.312, -0.325], [1.134, -1.353, -1.485], [1.094, -2.180, 0.497], [-1.283, 1.558, 0.238], [0.484, -0.236, 1.648], [1.900, 1.449, -0.102], [-1.694, -0.353, 0.608], [-1.261, 0.060, -1.225], [-0.497, 2.188, -0.017]],
  "nbo_charge": [-0.15, 0.54, 0.43, -0.32, -0.33, -0.70, -0.30, -0.11, 0.23, 0.21, 0.49]
}

(12)
{
  "formula": "C2H3BrN2S",
  "method": "wB97M-V/def2-TZVPD",
  "orbital_gap_ev": 7.76,
  "homo_ev": -9.05,
  "e_lumo_ev": -1.2943,
  "multiplicity": 1,
  "de_lowest_kcal_mol": 76.1,
  "species": ["C", "C", "N", "N", "S", "Br", "H", "H", "H"],
  "xyz": [[2.050, -0.424, 0.871], [-0.845, 0.534, -0.810], [1.033, 0.164, 0.442], [-0.058, -0.025, -0.031], [-2.418, -0.374, -1.063], [-4.292, 0.403, 0.152], [2.245, -1.572, 0.647], [2.728, 0.135, 1.461], [-0.443, 1.159, -1.668]],
  "nbo_charge": [-0.13, -0.15, -0.15, -0.15, 0.14, -0.12, 0.17, 0.19, 0.19]
}